Record 1
The following is a DFT calculation (ωB97M-V with the def2-TZVPD basis set) of the molecule C20H18N2O3 in a non-equilibrium geometry.

As for the SMILES: CCOC(=O)c1ccc(N/N=C2/C=CC(=O)C3=CC=CC=C2C3)cc1. For the HOMO-LUMO gap, the calculation gives 0.258 hartree. The value obtained for the energy above the lowest of the compared OMol25 structures with the same formula, charge and spin is 492.93 kJ/mol. Its LUMO energy is -0.92 eV.

Each line ends with the natural charge from an NBO analysis.
CARTESIAN COORDINATES (ANGSTROEM)
O  7.0261  -1.9377  -0.8967  -0.5199
O  -5.6700  0.0913  -1.9313  -0.6025
N  1.2438  -1.6380  -0.8313  -0.1743
O  -5.5227  1.4466  -0.0967  -0.5137
C  5.8196  -1.7739  -0.6554  0.4785
C  -5.0462  0.5647  -0.9937  0.7763
C  5.0306  1.2842  1.6284  -0.2097
C  3.6388  1.3180  1.7495  -0.2110
C  4.8105  -2.4354  -1.5384  -0.2944
C  5.7508  0.3313  0.7804  -0.1880
C  2.7499  0.4101  0.9829  -0.2303
C  3.4037  -2.3806  -1.4647  -0.1411
C  5.3686  -0.9672  0.4821  -0.0307
C  3.0758  -0.9097  0.6470  -0.0027
C  2.5316  -1.6206  -0.5435  0.0925
C  -3.0285  0.3762  0.3965  -0.0917
C  -2.9315  -0.5386  -1.8272  -0.1218
C  -1.7307  -0.0559  0.6469  -0.2762
C  -1.5909  -0.8875  -1.5969  -0.2635
C  -3.6668  0.1306  -0.8292  -0.2230
C  -0.9839  -0.6774  -0.3732  0.1685
N  0.3124  -1.0282  -0.0019  -0.4127
C  4.2517  -1.5470  1.2622  -0.4916
C  -7.1066  2.9897  0.8485  -0.6245
C  -6.8257  2.0011  -0.3154  -0.0667
H  5.6208  2.0532  2.1445  0.2261
H  3.1431  2.1061  2.3220  0.2208
H  5.1733  -3.0729  -2.3448  0.2386
H  6.5538  0.7528  0.1750  0.2331
H  1.9404  0.9260  0.4756  0.2255
H  2.8098  -2.9659  -2.2059  0.2403
H  -3.6345  0.8230  1.2198  0.2224
H  -3.4216  -0.8175  -2.7606  0.2406
H  -1.3264  0.1350  1.6270  0.2086
H  -1.0680  -1.4258  -2.3655  0.2325
H  0.6275  -0.7649  0.9490  0.3893
H  4.3836  -1.2195  2.2750  0.2424
H  4.2217  -2.6384  1.2202  0.2321
H  -6.4140  3.8461  0.7733  0.2099
H  -6.9365  2.5759  1.8294  0.2154
H  -8.1239  3.4083  0.7628  0.2172
H  -7.5699  1.2055  -0.3615  0.1905
H  -6.8897  2.5268  -1.2643  0.1887

Cartesian forces (eV/Å) of the 2 atoms listed first:
-1.73 0.32 0.26
-0.52 1.00 0.78

***

Record 2
The following is a DFT calculation (ωB97M-V with the def2-TZVPD basis set) of a structure of composition C20H19BeOP in a non-equilibrium geometry.

For the HOMO-LUMO gap, the calculation gives 0.258 hartree. The value obtained for the energy above the lowest of the compared OMol25 structures with the same formula, charge and spin is 0.00 kJ/mol. Its LUMO energy is -0.07 eV.

Each line ends with the natural charge from an NBO analysis.
CARTESIAN COORDINATES (ANGSTROEM)
Be  1.6926  -1.4251  -0.9296  1.6306
C  1.9097  -2.8290  -1.6632  -1.4068
H  0.9166  -2.8722  -2.0928  0.2612
H  2.7117  -2.6331  -2.3940  0.2553
H  2.0513  -3.8676  -1.2858  0.2498
H  2.3195  -2.5166  -0.1335  0.1591
H  3.0456  -1.9387  0.8733  0.1830
O  2.3265  -0.2078  -0.1416  -0.9214
C  2.2280  -1.2106  0.7708  -0.2986
C  1.0697  -1.2850  1.6514  -0.0910
C  1.2231  -1.7017  2.9817  -0.2067
C  0.1491  -2.2912  3.6496  -0.2016
C  -1.0793  -2.4913  2.9939  -0.2199
C  -1.2572  -2.0289  1.6890  -0.2070
C  -0.2287  -1.3198  1.0581  -0.2701
P  -0.6883  -0.4105  -0.4954  0.6275
C  -1.4652  0.9466  0.4437  -0.2072
C  -2.7779  1.3552  0.1350  -0.2384
C  -3.3864  2.3536  0.8939  -0.2110
C  -2.7006  2.9544  1.9572  -0.2153
C  -1.3950  2.5525  2.2625  -0.1986
C  -0.7745  1.5540  1.5084  -0.2610
C  0.0396  0.6524  -1.8719  -0.3243
C  0.6756  1.8679  -1.5891  -0.1132
C  1.2221  2.6366  -2.6172  -0.2307
C  1.1279  2.2026  -3.9462  -0.1914
C  0.4683  1.0020  -4.2425  -0.2258
C  -0.0919  0.2368  -3.2179  -0.2082
H  2.2024  -1.5818  3.4480  0.2217
H  0.2636  -2.6135  4.6917  0.2169
H  -1.9050  -2.9958  3.4945  0.2205
H  -2.2014  -2.1858  1.1562  0.2319
H  -3.3026  0.8794  -0.6970  0.2220
H  -4.4037  2.6714  0.6562  0.2149
H  -3.1759  3.7369  2.5492  0.2147
H  -0.8486  3.0097  3.0861  0.2137
H  0.2365  1.2345  1.7581  0.2268
H  0.7424  2.2144  -0.5570  0.2190
H  1.7241  3.5745  -2.3782  0.2179
H  1.5666  2.8014  -4.7460  0.2169
H  0.3920  0.6642  -5.2781  0.2187
H  -0.6222  -0.6947  -3.4314  0.2262

Cartesian forces (eV/Å) of the 2 atoms listed first:
0.90 2.68 2.42
0.95 -2.73 -1.92

***

Record 3
The following is a DFT calculation (ωB97M-V with the def2-TZVPD basis set) of a cluster of 2 separate species, C20H19Br2NS2 in total in a non-equilibrium geometry.

For the HOMO-LUMO gap, the calculation gives 0.133 hartree. Its LUMO energy is -2.74 eV.

Each line ends with the natural charge from an NBO analysis.
CARTESIAN COORDINATES (ANGSTROEM)
C  -0.0284  -3.5127  -0.0936  -0.4133
C  1.2922  -2.9129  0.3981  -0.4142
C  0.9357  -1.6044  1.1480  -0.2142
N  -0.5182  -1.5375  1.1575  -0.4340
C  -1.2498  -0.6461  1.9041  -0.0834
S  -0.6898  0.2906  3.2130  -0.2237
S  -2.8962  -0.4880  1.5769  -0.2773
C  -1.1236  -2.4600  0.2091  -0.2125
H  0.0007  -3.7768  -1.1517  0.2127
H  -0.2611  -4.4288  0.4566  0.2040
H  1.8112  -3.5988  1.0709  0.2101
H  1.9673  -2.7092  -0.4352  0.2086
H  1.3106  -1.5814  2.1788  0.2200
H  1.3472  -0.7246  0.6220  0.1912
H  -1.4154  -1.9257  -0.7131  0.1970
H  -2.0298  -2.9267  0.6200  0.2260
Br  -1.3161  -6.1323  6.0140  0.0964
C  -1.5627  -4.2671  6.0509  -0.0558
C  -2.5002  -3.6669  5.1911  -0.2477
C  -2.6077  -2.2812  5.1450  -0.1305
C  -1.8296  -1.4404  5.9824  -0.0545
C  -1.9490  -0.0131  5.9298  0.0066
C  -1.4601  0.8319  6.9159  -0.3083
C  -1.6190  2.2097  6.8981  0.0028
C  -0.9594  3.1284  7.7714  -0.1265
C  -1.2869  4.5160  7.7659  -0.1357
C  -0.6173  5.4322  8.5726  -0.2409
C  0.4190  4.9947  9.4199  -0.0661
Br  1.3233  6.2342  10.5041  0.1062
C  0.7698  3.6346  9.4499  -0.2299
C  0.0952  2.7156  8.6384  -0.1425
C  -0.9428  -2.0812  6.8984  -0.1543
C  -0.7980  -3.4702  6.9168  -0.2539
H  -3.1153  -4.2907  4.5501  0.2385
H  -3.3068  -1.8099  4.4490  0.2495
H  -2.5432  0.4051  5.1136  0.2613
H  -0.9935  0.3792  7.7951  0.2056
H  -2.3163  2.6355  6.1763  0.2229
H  -2.0827  4.8572  7.1000  0.2259
H  -0.8915  6.4837  8.5598  0.2375
H  1.5679  3.3107  10.1136  0.2346
H  0.4008  1.6698  8.6491  0.2203
H  -0.3594  -1.4847  7.5981  0.2090
H  -0.0825  -3.9454  7.5854  0.2326

Cartesian forces (eV/Å) of the 2 atoms listed first:
-0.45 0.06 0.34
0.20 0.29 0.23

***

Record 4
The following is a DFT calculation (ωB97M-V with the def2-TZVPD basis set) of a structure of composition C20H19BrFHgINO.

Its spin multiplicity is 2. For the HOMO-LUMO gap (spin up / spin down), the calculation gives 0.300 / 0.312 hartree. The value obtained for the energy above the lowest of the compared OMol25 structures with the same formula, charge and spin is 0.00 kJ/mol. Its LUMO energy (spin up / spin down) is 0.41 / -0.18 eV.

Each line ends with the natural charge from an NBO analysis.
CARTESIAN COORDINATES (ANGSTROEM)
Hg  0.0582  -1.1762  0.4053  1.1673
O  -1.3027  -2.8554  -1.4557  -0.7466
C  -1.6203  -2.1609  -2.6699  -0.0674
C  -3.0076  -1.5503  -2.6368  -0.4124
C  -3.2599  -0.6451  -1.4199  -0.4578
C  -2.4976  0.6522  -1.4728  0.2450
C  -3.0588  1.7759  -2.0739  -0.2526
C  -2.3515  2.9648  -2.1032  -0.1494
C  -1.0902  3.0129  -1.5290  -0.2641
C  -0.5939  1.8568  -0.9575  0.0419
N  -1.2701  0.7012  -0.9283  -0.5185
H  -1.9220  -3.5745  -1.3141  0.4774
H  -1.5326  -2.8295  -3.5256  0.1741
H  -0.8584  -1.3896  -2.7756  0.1844
H  -3.7488  -2.3572  -2.6307  0.2048
H  -3.1545  -0.9884  -3.5672  0.2109
H  -2.9846  -1.1724  -0.5085  0.2496
H  -4.3264  -0.4247  -1.3616  0.2205
H  -4.0557  1.7111  -2.5038  0.2211
H  -2.7840  3.8485  -2.5608  0.2220
H  -0.5003  3.9212  -1.5224  0.2276
H  0.3942  1.8468  -0.5003  0.2041
F  5.2871  -1.0044  -2.8642  -0.3269
C  4.1528  -1.0325  -2.1384  0.3966
C  4.1349  -1.7413  -0.9553  -0.2880
C  2.9586  -1.7676  -0.2130  -0.2238
C  1.8232  -1.0969  -0.6517  -0.4715
C  1.8827  -0.3903  -1.8490  -0.2404
C  3.0499  -0.3512  -2.6049  -0.2929
H  5.0241  -2.2637  -0.6250  0.2306
H  2.9474  -2.3218  0.7186  0.2177
H  1.0111  0.1440  -2.2163  0.2097
H  3.1064  0.1957  -3.5391  0.2278
Br  -0.6354  -1.4660  6.2202  0.0524
C  0.3082  -0.0490  5.3712  -0.2149
C  0.9594  0.8914  6.1590  -0.2225
C  1.6607  1.9240  5.5427  -0.2224
C  1.7120  2.0168  4.1551  -0.1957
C  1.0501  1.0711  3.3731  -0.3303
C  0.3689  0.0546  4.0092  0.1518
I  -1.7624  -1.4219  2.3542  -0.5119
H  0.9188  0.8157  7.2393  0.2274
H  2.1682  2.6617  6.1535  0.2172
H  2.2628  2.8232  3.6801  0.2135
H  1.0777  1.1413  2.2930  0.2145

Cartesian forces (eV/Å) of the 2 atoms listed first:
-0.53 -0.17 0.71
0.23 0.33 -0.27

***

Record 5
The following is a DFT calculation (ωB97M-V with the def2-TZVPD basis set) of the molecule C20H19BrN4O3S2 in a non-equilibrium geometry.

As for the SMILES: NS(=O)(=O)c1ccc(-n2nc(C(=O)N3CCSCC3)cc2-c2ccc(Br)cc2)cc1. For the HOMO-LUMO gap, the calculation gives 0.312 hartree. The value obtained for the energy above the lowest of the compared OMol25 structures with the same formula, charge and spin is 0.00 kJ/mol. Its LUMO energy is -0.32 eV.

Each line ends with the natural charge from an NBO analysis.
CARTESIAN COORDINATES (ANGSTROEM)
O  4.0425  -1.5500  1.0414  -0.6067
O  -4.5846  4.5080  -0.4918  -0.9203
O  -5.6384  2.9800  -2.0660  -0.9400
Br  -3.8605  -6.4456  -1.3936  0.0660
N  1.0007  0.1344  0.3119  -0.2369
S  5.6480  3.3740  0.2760  0.1805
C  3.3843  -0.5423  0.8649  0.6613
C  1.9608  -0.7513  0.4188  0.0573
C  1.4327  -2.0533  -0.0205  -0.2624
C  0.1088  -1.8560  -0.2690  0.1365
C  -1.3451  -5.0464  -1.6645  -0.2259
C  -3.0078  -4.0456  -0.1516  -0.2361
C  -0.4969  -3.9625  -1.4338  -0.1729
C  -2.1153  -3.0001  0.1181  -0.1821
C  -1.5356  1.3494  0.6226  -0.2035
C  -2.2473  0.0285  -1.2838  -0.1765
C  -2.6245  2.2008  0.4628  -0.1729
C  -3.3170  0.8796  -1.4516  -0.1976
C  -2.6320  -5.0389  -1.0367  -0.0768
C  -0.8630  -2.9311  -0.5481  -0.0819
C  -1.3332  0.2568  -0.2564  0.1580
C  -3.5379  1.9517  -0.5599  -0.3171
N  -0.1475  -0.4941  -0.1023  -0.1984
N  3.9512  0.7165  1.1100  -0.4429
N  -6.0070  2.5928  0.3500  -1.0542
C  6.1014  1.6074  0.2904  -0.5353
C  4.0907  3.2923  1.2456  -0.5326
C  5.3787  0.8480  1.4213  -0.2292
C  3.2728  2.0174  0.8903  -0.2213
S  -4.9316  3.1220  -0.7995  2.2426
H  1.9915  -2.9784  -0.0179  0.2514
H  -1.0665  -5.8336  -2.3509  0.2349
H  -3.9420  -4.1475  0.3819  0.2341
H  0.4987  -3.9915  -1.8902  0.2295
H  -2.4110  -2.2065  0.8386  0.2290
H  -0.8027  1.5284  1.4069  0.2438
H  -2.0312  -0.8186  -1.9552  0.2321
H  -2.7952  3.0586  1.1251  0.2505
H  -4.0313  0.7222  -2.2692  0.2500
H  -6.7226  3.2888  0.4531  0.4055
H  -6.3777  1.7136  -0.0019  0.3923
H  5.8868  1.1240  -0.6772  0.2184
H  7.1885  1.5180  0.4592  0.2295
H  4.2554  3.3304  2.3058  0.2060
H  3.4555  4.1558  1.0405  0.2431
H  5.5031  1.3599  2.3759  0.1987
H  5.9014  -0.1090  1.5308  0.2508
H  2.9705  2.1276  -0.1844  0.2077
H  2.3819  2.0154  1.5338  0.2140

Cartesian forces (eV/Å) of the 2 atoms listed first:
0.07 -0.23 -0.12
0.38 -2.02 0.43

***

Number 5 is which compound?
C20H19BrN4O3S2